Here is C22H19F5N4O9SV as an isolated structure in a non-equilibrium geometry from the Open Molecules 2025 dataset. Energies are from wB97M-V/def2-TZVPD.

Element x y z (Å)
1 V 0.30289 1.84398 -0.10862
2 O -1.04449 0.31322 0.47434
3 C -2.14469 0.55286 1.36962
4 C -1.98305 1.95536 2.03059
5 N -1.38235 2.94328 1.06162
6 C -2.37079 3.35633 0.01281
7 C -2.27401 2.46580 -1.27017
8 O -3.17123 2.33657 -2.02368
9 O -0.98791 2.09066 -1.35667
10 C -0.66617 4.08248 1.73279
11 C 0.45971 4.53703 0.83763
12 O 0.75261 5.69940 0.66353
13 O 0.93529 3.56515 0.05026
14 H -0.82672 -0.63287 0.51032
15 H -3.12068 0.45753 0.87703
16 H -2.17718 -0.13524 2.23785
17 H -2.80156 2.42577 2.53493
18 H -1.29056 1.85046 2.89568
19 H -3.39455 3.39901 0.37492
20 H -2.10680 4.35506 -0.35688
21 H -1.21052 4.96869 2.06087
22 H -0.18544 3.63304 2.64211
23 F -1.01184 1.85589 -6.47303
24 C -0.45042 1.68149 -5.29217
25 C -0.41114 0.38162 -4.74705
26 F -0.99203 -0.66078 -5.33858
27 C 0.20410 0.08843 -3.56508
28 F 0.11691 -1.13868 -3.08823
29 C 0.99427 1.07077 -2.95547
30 S 1.82969 0.84605 -1.43228
31 C 1.08812 2.29313 -3.61746
32 F 1.78365 3.29147 -3.04932
33 C 0.32593 2.70337 -4.73563
34 F 0.34524 3.89775 -5.30742
35 C 1.34367 -4.35791 -1.72679
36 N -0.06099 -4.17044 -1.22950
37 C -1.23858 -4.71184 -1.92753
38 C -0.30053 -3.17518 -0.37717
39 N -0.49372 -2.28656 0.31979
40 H 1.38206 -4.18048 -2.80946
41 H 1.70181 -5.38254 -1.52797
42 H 1.94804 -3.57447 -1.26341
43 H -1.17780 -5.80739 -1.91324
44 H -1.33132 -4.39630 -2.96149
45 H -2.05198 -4.38244 -1.26159
46 O 0.92210 1.90682 3.52501
47 C 1.24636 1.07151 2.70848
48 O 1.43378 1.24790 1.41829
49 C 1.48501 -0.42145 3.17928
50 C 0.90328 -0.90769 4.36469
51 C 0.94709 -2.32046 4.67646
52 C 1.60197 -3.11750 3.82187
53 C 2.19419 -2.61641 2.65011
54 C 2.16337 -1.28666 2.32853
55 N 2.87585 -3.62521 1.66554
56 O 3.37678 -3.19165 0.66780
57 O 2.90321 -4.78878 1.98872
58 H 0.40883 -0.14250 5.02709
59 H 0.43483 -2.70249 5.55125
60 H 1.61815 -4.15848 4.03491
61 H 2.63025 -0.89544 1.42112

Summary:
2S+1: 2
Electronic energy (eV): -97618.286
LUMO (spin up / spin down) (Ha): -0.067 / -0.038
Energy relative to the best compared isomer or geometry (same formula, charge and spin) (kcal per mole): 3.33
HOMO level (spin up / spin down) (eV): -9.10 / -9.08
<S²>: 0.770